DFT (ωB97M-V/def2-TZVPD) results for a molecular structure, C20H16BCl5FeIN9O2.

Values from the calculation:
HOMO-LUMO gap (spin up / spin down) = 9.04 / 5.23 eV
LUMO (spin up / spin down) = -2.432 / -5.780 eV
expectation value of S² = 8.79
energy relative to the best compared isomer or geometry (same formula, charge and spin) = 0.551 eV
charge = +1
multiplicity = 6

Atoms and positions in Å:
Fe (-0.3336, -0.9862, 0.2459)
C (-0.6167, 1.9576, -2.8372)
C (-1.0101, 0.6988, -2.3828)
N (-0.6476, 0.5342, -1.1179)
N (0.0107, 1.6567, -0.7357)
C (0.0218, 2.5331, -1.7621)
B (0.4598, 1.8892, 0.7492)
N (1.5291, 0.8419, 1.2640)
C (2.7923, 1.0507, 1.6902)
C (3.2846, -0.1236, 2.2137)
C (2.2416, -1.0360, 2.0768)
N (1.1881, -0.4517, 1.5205)
N (-0.8059, 1.6700, 1.6209)
C (-1.4577, 2.4364, 2.5168)
C (-2.5323, 1.7322, 3.0094)
C (-2.4660, 0.5026, 2.3564)
N (-1.4298, 0.4593, 1.5296)
N (1.1332, 3.2528, 0.7547)
C (0.9147, 4.4643, 1.3279)
C (1.8846, 5.3271, 0.8893)
C (2.6730, 4.5513, 0.0217)
N (2.2227, 3.3126, -0.0633)
H (-0.7839, 2.3946, -3.8062)
H (-1.5400, -0.0899, -2.8932)
H (0.4743, 3.5035, -1.6584)
H (3.2485, 2.0203, 1.6082)
H (4.2545, -0.2843, 2.6508)
H (2.1990, -2.0776, 2.3555)
H (-1.1331, 3.4275, 2.7628)
H (-3.2545, 2.0649, 3.7338)
H (-3.1218, -0.3486, 2.4503)
H (0.0931, 4.6583, 1.9886)
H (2.0007, 6.3646, 1.1514)
H (3.5452, 4.8435, -0.5432)
Cl (-4.5707, -6.9103, 0.6191)
C (-3.6487, -5.5441, 0.2059)
C (-3.0315, -4.7890, 1.2154)
Cl (-3.1870, -5.2357, 2.8600)
C (-2.2941, -3.6823, 0.8676)
Cl (-1.5053, -2.7187, 2.0472)
C (-2.1345, -3.2697, -0.4848)
O (-1.4612, -2.2413, -0.7924)
C (-2.7560, -4.0686, -1.4897)
Cl (-2.5577, -3.5941, -3.1131)
C (-3.5030, -5.1776, -1.1467)
Cl (-4.2535, -6.1121, -2.3670)
N (2.4646, 0.1682, -1.9445)
C (1.9956, -1.0799, -1.9627)
O (1.3246, -1.5491, -1.0363)
C (2.3543, -1.9229, -3.1533)
I (0.8044, -1.8105, -4.6126)
H (2.2307, 0.7969, -1.1871)
H (2.9849, 0.5396, -2.7206)
H (2.4421, -2.9597, -2.8511)
H (3.2638, -1.5894, -3.6421)

Forces on atoms 1 to 3 (eV/Å):
Fe -0.7 -0.4 -0.8
C -0.1 0.0 0.0
C -0.2 -0.2 -0.1



DFT (ωB97M-V/def2-TZVPD) results for a molecular structure, C20H16Br4N5O2SSe3TeW.

Values from the calculation:
HOMO-LUMO gap (spin up / spin down) = 5.98 / 5.24 eV
LUMO (spin up / spin down) = -4.757 / -5.327 eV
energy relative to the best compared isomer or geometry (same formula, charge and spin) = 1.826 eV
charge = +1

Atoms and positions in Å:
W (0.4491, -0.8128, 0.0671)
C (-1.7496, 2.3623, 2.6559)
C (-1.4098, 1.4584, 1.5231)
N (-0.1761, 1.2380, 1.2072)
N (0.7185, 1.9221, 1.9484)
C (1.9779, 1.6863, 1.7470)
N (2.8811, 2.4214, 2.4073)
S (2.6187, 0.4260, 0.7271)
C (-2.3959, 0.8549, 0.6378)
C (-3.7554, 1.1402, 0.7087)
C (-4.5997, 0.7018, -0.2956)
C (-4.0609, -0.0009, -1.3618)
C (-2.7147, -0.3159, -1.3189)
N (-1.9067, 0.0608, -0.3323)
H (-1.4120, 1.9027, 3.5872)
H (-2.8082, 2.5874, 2.7278)
H (-1.1815, 3.2855, 2.5480)
H (2.5779, 3.2026, 2.9641)
H (3.8552, 2.3242, 2.1845)
H (-4.1497, 1.7200, 1.5289)
H (-5.6592, 0.9155, -0.2548)
H (-4.6646, -0.3130, -2.2011)
H (-2.2670, -0.9105, -2.1055)
Br (3.0860, -1.9502, 6.2346)
C (2.7007, -2.0905, 4.4010)
C (3.5737, -2.7610, 3.5359)
Br (5.1812, -3.4856, 4.1907)
C (3.2934, -2.8566, 2.1704)
Br (4.4498, -3.6837, 0.9452)
C (2.1293, -2.2862, 1.6933)
O (1.7377, -2.1899, 0.4063)
C (1.2556, -1.6219, 2.5622)
O (0.2184, -1.0604, 1.9114)
C (1.5380, -1.5018, 3.9063)
Br (0.3801, -0.4596, 4.9527)
Se (-0.2156, -2.5931, -1.5654)
Se (0.8417, -2.2222, -3.6527)
Te (0.0718, 0.1496, -3.9834)
Se (0.7482, 0.8118, -1.6396)
N (-2.0251, -2.5974, 0.7917)
C (-2.0395, -2.9658, 2.1777)
C (-1.1211, -3.9001, 2.6388)
C (-1.1292, -4.2729, 3.9729)
C (-2.0597, -3.7243, 4.8443)
C (-2.9824, -2.8008, 4.3783)
C (-2.9766, -2.4204, 3.0446)
H (-2.9135, -2.1605, 0.5725)
H (-1.9920, -3.4639, 0.2627)
H (-0.4100, -4.3352, 1.9440)
H (-0.4113, -4.9995, 4.3320)
H (-2.0647, -4.0142, 5.8863)
H (-3.7180, -2.3802, 5.0512)
H (-3.7121, -1.7168, 2.6685)

Forces on atoms 1 to 3 (eV/Å):
W -1.3 1.9 0.3
C 0.0 0.1 0.0
C 0.4 0.1 0.0



DFT (ωB97M-V/def2-TZVPD) results for a molecular structure, C20H16BrFIrN4O4.

Values from the calculation:
HOMO-LUMO gap = 7.17 eV
LUMO = -3.984 eV
energy relative to the best compared isomer or geometry (same formula, charge and spin) = 0.940 eV
charge = +1

Atoms and positions in Å:
Ir (-1.4257, 0.3266, 0.0388)
Br (-3.3563, 1.6952, 1.0050)
C (-2.3136, 3.2920, 1.1874)
C (-2.8761, 4.3897, 1.7528)
C (-2.0947, 5.5603, 1.8576)
C (-0.8159, 5.5734, 1.3774)
C (-0.2457, 4.4262, 0.7721)
C (1.0575, 4.4402, 0.2173)
C (1.5722, 3.3290, -0.3813)
C (0.8220, 2.1298, -0.4265)
C (-0.4284, 2.0794, 0.1052)
C (-1.0074, 3.2320, 0.6895)
H (-3.8990, 4.3730, 2.1048)
H (-2.5239, 6.4453, 2.3058)
H (-0.2181, 6.4735, 1.4426)
H (1.6327, 5.3562, 0.2655)
H (2.5602, 3.3544, -0.8204)
H (1.2584, 1.2509, -0.8901)
C (1.2366, -2.7906, 3.5374)
N (0.3076, -1.7466, 3.1124)
C (-0.1207, -0.6763, 3.8669)
C (-0.9329, 0.0587, 3.0701)
N (-1.0117, -0.5641, 1.8410)
C (-0.2383, -1.6415, 1.9012)
H (1.5577, -2.5859, 4.5537)
H (2.1076, -2.8019, 2.8865)
H (0.7560, -3.7656, 3.5057)
H (0.1826, -0.5330, 4.8888)
H (-1.4679, 0.9643, 3.2932)
H (-0.0822, -2.3412, 1.0970)
F (-0.1821, -5.9402, -4.2473)
C (0.4091, -4.9011, -3.6651)
C (-0.0498, -3.6659, -3.8521)
N (0.5574, -2.5618, -3.2793)
C (-0.0170, -1.2401, -3.3945)
C (-0.7010, -0.7843, -2.1295)
O (-1.5771, 0.1072, -2.1823)
O (-0.3510, -1.2442, -0.9937)
C (1.7147, -2.6788, -2.5248)
O (2.3175, -1.7156, -2.1049)
N (2.1176, -3.9767, -2.3143)
C (1.5828, -5.1635, -2.8366)
O (2.0760, -6.2335, -2.6006)
H (-0.9095, -3.4943, -4.4851)
H (-0.7279, -1.1970, -4.2154)
H (0.7905, -0.5276, -3.5712)
H (2.9572, -4.0860, -1.7609)

Forces on atoms 1 to 3 (eV/Å):
Ir -0.8 -2.1 -0.4
Br 0.9 -0.3 -0.4
C -0.2 0.1 0.2



DFT (ωB97M-V/def2-TZVPD) results for a single C20H16BrNO5S molecule.

Values from the calculation:
HOMO-LUMO gap = 7.70 eV
LUMO = -0.641 eV
SMILES = O=C(O)c1cc(S(=O)(=O)Nc2ccc(OCc3ccccc3)cc2)ccc1Br
charge = 0

Atoms and positions in Å:
O (-0.1695, 2.6555, -0.3942)
C (-1.0599, 1.8011, 0.0931)
O (-2.1075, 1.4762, -0.5457)
C (-1.0917, 0.9229, 1.1699)
C (0.3917, 0.6924, 1.5845)
C (0.6770, -0.2489, 2.5649)
S (2.4127, -0.8279, 2.9506)
O (2.0040, -2.0029, 3.6595)
O (3.1403, 0.3341, 3.7835)
N (3.0707, -0.9574, 1.5603)
C (2.4976, -1.1432, 0.3701)
C (2.6945, -0.6830, -0.8036)
C (2.1017, -1.0634, -1.9862)
C (1.0521, -2.0893, -1.7183)
O (0.2988, -2.2045, -2.8964)
C (0.5623, -2.2518, -4.1677)
C (0.4684, -0.4958, -4.3653)
C (-0.3412, 0.4854, -3.6109)
C (-0.0409, 1.6714, -3.8135)
C (0.4763, 2.3638, -5.0870)
C (1.0569, 1.4431, -5.8472)
C (1.1608, -0.0820, -5.5739)
C (0.7600, -2.4097, -0.5891)
C (1.3602, -2.2367, 0.4891)
C (-0.3880, -0.7760, 3.3480)
C (-1.6935, -0.1042, 2.9681)
C (-1.9643, 0.5794, 1.8959)
Br (-3.8265, 1.0068, 1.5398)
H (-2.2750, 2.0613, -1.4737)
H (1.4442, 1.0335, 0.9392)
H (3.8169, 0.0425, 1.5270)
H (3.8425, -0.0960, -1.0058)
H (2.4664, -0.7702, -2.9144)
H (1.4274, -2.5183, -4.4279)
H (-0.1156, -2.2320, -4.7697)
H (-0.4702, -0.0166, -2.6348)
H (-0.6814, 2.4951, -3.2277)
H (0.3328, 3.3378, -5.2649)
H (1.5887, 1.7304, -6.7381)
H (1.5104, -0.7834, -6.3106)
H (-0.0526, -3.1604, -0.4877)
H (1.3153, -2.4664, 1.4167)
H (0.0477, -1.1304, 4.0881)
H (-2.4956, -0.6269, 3.5558)

Forces on atoms 1 to 3 (eV/Å):
O -4.1 -4.0 3.1
C 4.6 5.4 -5.1
O -3.6 2.3 -6.7



no.,E_tot (eV)
1,-144280.062
2,-528703.649
3,-110743.723
4,-113584.893